Record 1
Computed, not measured: C37H39CsN10O6S as an isolated structure at a distorted geometry, with ωB97M-V/def2-TZVPD.

The geometry in XYZ format:
```
94
Properties=species:S:1:pos:R:3
Cs -1.34014 -0.56412 -0.82725
O -0.51085 -1.11931 -5.66649
C -0.92468 -0.75442 -4.57000
N -1.45845 -1.51453 -3.58409
C -2.15342 -2.63078 -3.83489
O -2.81802 -2.94236 -4.82438
C -2.19066 -3.63814 -2.67021
C -2.52684 -4.95909 -2.96144
C -2.59930 -5.87537 -1.92989
C -2.36758 -5.44721 -0.62886
C -2.05722 -4.11313 -0.42708
N -1.95388 -3.23081 -1.42181
C -0.70522 0.72055 -4.19984
C -0.26939 1.60632 -5.17803
C -0.01222 2.92228 -4.82497
C -0.18328 3.32327 -3.50766
C -0.63234 2.37239 -2.60344
N -0.90658 1.11113 -2.93975
H -2.72973 -5.21796 -3.99074
H -2.84603 -6.91142 -2.13258
H -2.43014 -6.12524 0.21263
H -1.88022 -3.72510 0.57148
H -0.13064 1.23367 -6.18315
H 0.32800 3.63509 -5.56678
H 0.01368 4.34056 -3.18964
H -0.78820 2.64136 -1.55914
C -0.82950 -3.59512 3.92391
C -0.44543 -2.83824 2.68304
N -1.08136 -1.81938 2.22582
N -2.19312 -1.43888 2.91433
C -2.82396 -0.41096 2.33796
O -2.50739 0.22730 1.31051
C -4.09632 -0.01027 3.05483
C -4.85189 1.03128 2.52807
C -6.02367 1.44042 3.14964
C -6.45181 0.81013 4.30952
C -5.70112 -0.23094 4.84258
C -4.53099 -0.63886 4.21935
C 0.70065 -3.33694 1.87500
C 1.41464 -4.46912 2.28331
C 2.41654 -4.97601 1.47262
C 2.69274 -4.35160 0.26895
C 1.95543 -3.21766 -0.04670
N 1.00290 -2.71481 0.72638
H -1.71219 -3.13437 4.35576
H -0.02274 -3.58202 4.66301
H -1.04882 -4.64303 3.69679
H -4.49697 1.51124 1.62576
H -6.60060 2.25524 2.72927
H -7.36519 1.12913 4.79776
H -6.02922 -0.72534 5.74963
H -3.93463 -1.44586 4.62125
H 1.17856 -4.95122 3.22082
H 2.96887 -5.85703 1.77814
H 3.45225 -4.72006 -0.40716
H 2.14490 -2.67681 -0.96977
C 4.72890 2.50063 -0.70778
N 3.86811 1.42503 -1.18192
C 2.94518 1.86891 -2.22129
C 3.34412 0.53402 -0.25689
N 2.11142 0.20702 -0.30193
N 4.27821 0.05754 0.67848
C 5.54283 -0.44803 0.18288
C 3.75935 -0.69024 1.80169
H 4.14143 3.38494 -0.43979
H 5.42482 2.78970 -1.49804
H 5.29488 2.18505 0.16382
H 3.52235 2.36000 -3.00610
H 2.21072 2.57817 -1.83094
H 2.40940 1.01924 -2.63556
H 1.89260 -0.58452 0.29657
H 5.80008 0.04674 -0.74957
H 5.49313 -1.53094 -0.00361
H 6.33816 -0.26713 0.91162
H 3.50939 -1.73044 1.54844
H 2.86408 -0.20857 2.19156
H 4.51326 -0.70561 2.59170
N -0.39683 2.20123 2.03918
C -0.08660 3.28057 1.20907
C -1.09785 4.06096 0.64503
C -0.79059 5.13529 -0.17875
C 0.52997 5.47131 -0.44647
C 1.53738 4.71134 0.13330
C 1.23931 3.62812 0.94337
S 0.94177 6.84306 -1.52038
O 2.23619 6.47668 -2.08608
O 0.98884 8.01603 -0.65793
O -0.14578 6.87090 -2.49353
H -1.28142 1.74505 1.83633
H 0.33714 1.50875 2.08204
H -2.13288 3.79766 0.83751
H -1.57915 5.71180 -0.64612
H 2.56363 4.97164 -0.09140
H 2.03719 3.02027 1.35912
```

Results
* total energy: -2850.83213 Eh
* relative energy (zero: lowest compared OMol25 entry of this formula, charge and spin): 93.0 kJ/mol
* charge: -2
* Kohn-Sham gap: 6.388 eV
* multiplicity: 1
* HOMO energy: -3.05 eV

Atom charges from the Mulliken analysis, given in e for atoms 1 to 5:
1. Cs 1.601
2. O -0.732
3. C -0.331
4. N 0.150
5. C -0.064

Record 2
Computed, not measured: C37H40ClGeN2O5PV as an isolated structure at a distorted geometry, with ωB97M-V/def2-TZVPD.

The geometry in XYZ format:
```
88
Properties=species:S:1:pos:R:3
V -0.08294 -0.09177 0.14216
O 1.93736 -4.05936 -3.49043
C 0.71673 -4.36241 -3.08080
O 0.15280 -5.36958 -3.35999
C -0.01304 -3.35296 -2.20010
C -1.31819 -3.58051 -1.65236
Cl -2.29551 -4.89960 -1.81207
N -1.68231 -2.51217 -0.93027
N -0.69344 -1.57029 -0.96172
C 0.31502 -2.11779 -1.74723
C 1.50656 -1.22339 -1.79561
O 2.52568 -1.42374 -2.35076
O 1.24082 -0.12666 -0.98382
C -2.92594 -2.23596 -0.24798
C -2.90188 -2.05675 1.12725
C -4.08766 -1.77086 1.78956
C -5.27709 -1.69490 1.07162
C -5.28383 -1.89450 -0.30540
C -4.10214 -2.15991 -0.98052
H 2.26441 -3.18465 -3.23692
H -1.98212 -2.20900 1.68286
H -4.09721 -1.65658 2.86518
H -6.20629 -1.51372 1.59602
H -6.21868 -1.87076 -0.85020
H -4.09895 -2.33638 -2.04950
C -5.48722 1.65955 -1.82852
C -4.96470 2.37999 -0.62034
C -3.27435 2.54911 -0.64915
C -2.72207 1.17565 -0.40004
Ge -1.10089 2.36526 -0.88941
C -0.60297 2.65208 -2.73386
C -1.38625 3.78563 -3.41891
C -1.31305 5.11331 -2.66918
C -2.05509 6.23071 -3.39405
H -6.57733 1.74574 -1.81056
H -5.26314 0.59257 -1.83268
H -5.15662 2.11177 -2.76362
H -5.14047 1.87324 0.32536
H -5.27942 3.42140 -0.56917
H -3.11272 3.28444 0.14073
H -3.14915 2.95588 -1.66456
H -2.86865 0.42052 -1.16284
H -2.77217 0.79035 0.61398
H -0.71164 3.26861 0.27485
H -0.69544 1.68720 -3.23708
H 0.46257 2.89954 -2.67831
H -2.42662 3.48991 -3.58502
H -0.95250 3.90340 -4.41441
H -0.26305 5.38978 -2.53044
H -1.72924 4.99927 -1.65427
H -1.59294 6.43396 -4.36010
H -2.02904 7.15358 -2.81869
H -3.09795 5.96897 -3.57660
O -0.13712 0.03087 1.84811
P 1.17761 0.44812 2.76502
C 2.38260 -0.69207 2.15233
C 1.94612 -1.92653 1.63003
C 2.88247 -2.84776 1.17437
C 4.23583 -2.54883 1.25596
C 4.66605 -1.34354 1.80283
C 3.74616 -0.41140 2.25981
C 1.48588 2.10239 2.20833
C 2.25774 2.30759 1.04865
C 2.38382 3.59082 0.52865
C 1.74498 4.65625 1.15208
C 0.95737 4.45004 2.28290
C 0.81367 3.17577 2.81060
C 0.76425 0.28073 4.44358
C 1.36636 1.14624 5.37250
C 1.18435 0.90754 6.72425
C 0.41885 -0.17368 7.14099
C -0.16702 -1.03698 6.21801
C 0.00962 -0.82676 4.86466
H 0.90005 -2.21755 1.67775
H 2.56518 -3.81439 0.80447
H 4.96510 -3.27289 0.91570
H 5.72478 -1.13230 1.87808
H 4.09366 0.52041 2.69021
H 2.80606 1.49286 0.59188
H 3.01895 3.76325 -0.33084
H 1.87694 5.66008 0.76767
H 0.47628 5.28994 2.76756
H 0.20873 3.02335 3.69505
H 1.97876 1.97969 5.05458
H 1.64247 1.56262 7.45274
H 0.28256 -0.35391 8.19944
H -0.75042 -1.87928 6.56425
H -0.42855 -1.51162 4.14852
```

Results
* total energy: -5740.55520 Eh
* charge: +4
* Kohn-Sham gap (spin up / spin down): 4.830 / 4.920 eV
* multiplicity: 2
* HOMO energy (spin up / spin down): -19.41 / -19.41 eV

Atom charges from the Mulliken analysis, given in e for atoms 1 to 5:
1. V 0.613
2. O -0.456
3. C 0.425
4. O -0.437
5. C 0.160

Record 3
Computed, not measured: C37H40FeN8OS3 as an isolated structure at a distorted geometry, with ωB97M-V/def2-TZVPD.

The geometry in XYZ format:
```
90
Properties=species:S:1:pos:R:3
Fe -0.25602 -0.14012 0.21991
C 1.60187 2.33235 -1.25373
C 2.86905 1.94072 -0.49968
C 2.66501 0.85827 0.56548
N 1.78498 -0.22929 0.17290
C 2.30209 -1.34959 -0.25231
C 3.66499 -1.49389 -0.66382
C 4.44074 -2.61735 -0.85317
C 4.15773 -3.96398 -0.64968
C 2.91444 -4.46362 -0.26307
C 1.69822 -3.84079 -0.10454
C 1.31106 -2.46787 -0.26872
N 0.08177 -2.06007 -0.25527
C -1.00922 -2.96461 0.01502
C -1.16791 -3.12479 1.55135
C -0.23057 -2.26893 2.41996
N -0.27616 -0.85092 2.10610
C -0.06992 0.03664 3.02684
C 0.45465 -0.28648 4.32412
C 0.43026 0.40841 5.51213
C -0.09037 1.66524 5.80708
C -0.56391 2.56325 4.85437
C -0.57258 2.50328 3.47728
C -0.23610 1.45098 2.56594
N -0.09334 1.63420 1.28239
C 0.08692 3.01458 0.85103
C 0.62270 3.28717 -0.56718
H 1.07671 1.41708 -1.53934
H 1.89782 2.82429 -2.18858
H 3.30594 2.82196 -0.01333
H 3.60556 1.58566 -1.22858
H 2.22267 1.31200 1.45226
H 3.63929 0.45730 0.86494
H 4.16374 -0.55574 -0.86998
H 5.45454 -2.40280 -1.18582
H 4.96467 -4.67442 -0.78487
H 2.88858 -5.53487 -0.07189
H 0.89249 -4.49393 0.20332
H -0.87324 -3.93371 -0.47700
H -1.91397 -2.50715 -0.37986
H -1.00046 -4.16760 1.84076
H -2.19416 -2.86455 1.81436
H 0.80126 -2.63580 2.33344
H -0.53811 -2.42302 3.45975
H 0.94088 -1.25360 4.36521
H 0.87497 -0.12398 6.35090
H -0.10064 1.97838 6.84454
H -0.96092 3.49357 5.25593
H -0.97337 3.38321 2.99166
H 0.75884 3.49056 1.57949
H -0.86440 3.56005 0.91385
H 1.08556 4.28194 -0.51398
H -0.22951 3.37931 -1.23738
S -2.81295 -0.26895 0.81586
C -3.71142 0.08273 -0.61802
C -5.08013 -0.33999 -0.68162
N -6.18320 -0.67964 -0.71269
C -3.16259 0.72883 -1.69120
S -1.52710 1.29047 -1.73373
C -3.94487 0.97417 -2.86339
N -4.56103 1.19807 -3.81591
C -3.41035 -1.14481 -7.01517
C -2.67449 -2.02959 -6.01307
C -2.31615 -1.28780 -4.73075
N -1.36789 -0.21697 -4.98947
C -0.16348 -0.11532 -4.40916
S 0.45835 -1.13921 -3.28408
N 0.56484 1.03545 -4.76464
C 0.42120 1.88448 -5.83686
O 0.66726 3.07170 -5.74898
C 0.08994 1.27968 -7.17708
C 0.37264 -0.04876 -7.48469
C 0.10765 -0.53480 -8.75557
C -0.44546 0.29801 -9.71913
C -0.71440 1.62614 -9.41880
C -0.43668 2.11815 -8.15244
H -3.77039 -1.71908 -7.87180
H -2.75723 -0.35997 -7.40589
H -4.26997 -0.66329 -6.54348
H -1.75687 -2.42203 -6.46302
H -3.29536 -2.88929 -5.74718
H -1.86047 -1.95064 -3.99901
H -3.20977 -0.85158 -4.28038
H -1.74041 0.60437 -5.43768
H 1.13424 1.38376 -4.00449
H 0.81426 -0.69508 -6.73733
H 0.32979 -1.56789 -8.99122
H -0.66488 -0.08924 -10.70679
H -1.14103 2.27828 -10.17057
H -0.62417 3.15185 -7.89434
```

Results
* total energy: -4405.52788 Eh
* relative energy (zero: lowest compared OMol25 entry of this formula, charge and spin): 106.3 kJ/mol
* charge: -2
* Kohn-Sham gap (spin up / spin down): 4.977 / 4.971 eV
* multiplicity: 1
* HOMO energy (spin up / spin down): -1.11 / -1.11 eV

Atom charges from the Mulliken analysis, given in e for atoms 1 to 5:
1. Fe -0.285
2. C 1.191
3. C -1.094
4. C -1.372
5. N 0.321

Record 4
Computed, not measured: C37H40N10O3P2RbSe as an isolated structure, with ωB97M-V/def2-TZVPD.

The geometry in XYZ format:
```
94
Properties=species:S:1:pos:R:3
Rb 1.11233 1.10937 0.09147
N 2.50279 1.55639 3.30259
N 1.96917 2.64724 3.99331
C 0.91149 3.32090 3.48242
N 0.28541 4.17248 4.29528
N 0.66164 3.10842 2.19814
N -0.48534 3.55695 1.63757
O -0.56686 3.35209 0.43439
O -1.39586 4.07843 2.28203
H 2.18387 0.69016 3.72697
H 3.51239 1.60932 3.32054
H 2.10109 2.68861 4.99294
H 0.53557 4.24073 5.26597
H -0.56649 4.59344 3.95575
C -3.29417 -1.40795 1.11704
N -1.94980 -1.06778 0.62661
P -1.69952 -0.78724 -1.06072
C -2.28223 -2.32563 -1.86024
C -3.60467 -2.76786 -1.88330
C -3.91614 -4.01159 -2.41045
C -2.91406 -4.82324 -2.92853
C -1.59699 -4.38704 -2.92638
C -1.28514 -3.14386 -2.39284
C -3.00073 0.42759 -1.44475
C -3.26279 1.49767 -0.59225
C -4.12589 2.51161 -0.97642
C -4.72839 2.47744 -2.22557
C -4.45744 1.42895 -3.09336
C -3.59564 0.41173 -2.70880
P -0.59181 -1.74593 1.42047
C -1.19563 -3.38603 1.96076
C -1.74246 -3.66915 3.20986
C -2.22163 -4.94094 3.49081
C -2.17414 -5.93598 2.52434
C -1.64028 -5.66041 1.27312
C -1.14503 -4.39479 0.99762
C -0.56047 -0.80640 2.99407
C 0.33572 -1.20775 3.98959
C 0.43071 -0.50532 5.18263
C -0.35933 0.62353 5.38745
C -1.23022 1.04447 4.39357
C -1.32591 0.33671 3.20048
H -4.02851 -0.72587 0.69064
H -3.32659 -1.31413 2.20305
H -3.56643 -2.43372 0.85777
H -4.39664 -2.13455 -1.50249
H -4.94441 -4.34933 -2.42242
H -3.16397 -5.79122 -3.34299
H -0.81653 -5.01003 -3.34457
H -0.25650 -2.79841 -2.38282
H -2.78062 1.54634 0.37695
H -4.31960 3.33552 -0.30191
H -5.40168 3.27010 -2.52414
H -4.91728 1.40059 -4.07261
H -3.38831 -0.39961 -3.39460
H -1.80443 -2.89807 3.96752
H -2.64254 -5.15262 4.46528
H -2.55421 -6.92481 2.74491
H -1.60553 -6.42983 0.51252
H -0.73295 -4.18019 0.01733
H 0.94070 -2.09561 3.83564
H 1.10406 -0.84815 5.95874
H -0.30735 1.15683 6.32904
H -1.84878 1.91985 4.54839
H -2.01299 0.66981 2.43198
Se 4.51447 -0.20306 -1.13220
N 3.14610 -1.17145 -0.53615
C 3.30713 -2.39072 -1.00659
C 2.40551 -3.48012 -0.77008
C 2.68995 -4.67925 -1.32475
C 3.86213 -4.88609 -2.13509
C 4.74359 -3.89398 -2.38727
C 4.49268 -2.59712 -1.82731
N 5.26338 -1.54297 -1.99610
H 1.53303 -3.30764 -0.15383
H 2.02615 -5.51824 -1.15658
H 4.03535 -5.87140 -2.54787
H 5.62705 -4.04226 -2.99225
N 2.53666 3.05880 -1.74057
C 2.52607 3.99860 -2.41438
N 2.47376 5.04849 -3.22314
C 2.61830 6.38793 -2.63103
C 4.08319 6.78869 -2.61940
O 4.63208 6.70765 -3.92158
C 4.57340 5.38909 -4.43420
C 3.13283 4.91939 -4.53595
H 2.19697 6.38214 -1.62711
H 2.04626 7.08004 -3.25012
H 4.63991 6.13400 -1.93450
H 4.19933 7.82031 -2.29162
H 5.14007 4.70700 -3.78543
H 5.04269 5.41063 -5.41622
H 3.07249 3.88337 -4.86447
H 2.58343 5.54592 -5.23960
```

Results
* total energy: -5315.18131 Eh
* relative energy (zero: lowest compared OMol25 entry of this formula, charge and spin): 0.0 kJ/mol
* charge: +1
* Kohn-Sham gap: 7.631 eV
* multiplicity: 1
* HOMO energy: -10.30 eV

Atom charges from the Mulliken analysis, given in e for atoms 1 to 5:
1. Rb 0.975
2. N -0.349
3. N -0.191
4. C 0.481
5. N -0.377